The following is a DFT calculation (the ωB97M-V functional and the def2-TZVPD basis) of a cluster of 7 separate species, C32H49BrN11OP2 in total.

Summary:
Molar mass   745.672 u
HOMO energy   -9.72 eV
Lowest unoccupied orbital energy   -3.53 eV
Frontier orbital gap   6.19 eV
Relative energy (zero: lowest compared OMol25 entry of this formula, charge and spin)   0.00 kcal per mole
Maximum force   0.009 hartree/bohr
2S+1   1
Charge   +1

```
96
Properties=species:S:1:pos:R:3:mulliken_charge:R:1
C -5.20313 -1.82947 3.33419 -1.1417
C -4.52475 -0.78346 2.45445 -0.5039
C -3.71938 -1.38111 1.29782 -0.5702
N -2.27433 -1.41777 1.61441 -0.4122
N -1.44847 -1.28332 0.49915 -0.0553
C -0.67292 -0.21179 0.38086 0.4732
N -0.54935 0.80027 1.25576 -0.4268
C 0.33767 1.63751 0.73777 0.2268
P 0.80656 3.10546 1.76992 0.0100
C 2.38981 2.41348 2.38900 -1.1053
C 1.35824 4.42676 0.62067 -0.3522
C 0.19485 5.31253 0.16872 -1.1904
N 0.79812 1.17145 -0.45995 0.5066
P 2.01416 1.80714 -1.54841 -0.0324
O 2.07406 0.36251 -2.29662 -0.3846
Br 0.72103 2.94691 -2.97978 -0.2088
N 0.12136 -0.00583 -0.68147 -0.1886
H -4.45759 -2.48615 3.78673 0.2039
H -5.87538 -2.44382 2.73472 0.3441
H -5.76859 -1.35836 4.13392 0.4156
H -5.27661 -0.11045 2.04268 0.2962
H -3.83654 -0.18768 3.05386 0.3437
H -4.07941 -2.38936 1.07100 0.3742
H -3.81713 -0.76969 0.40326 0.4362
H -2.01190 -2.27843 2.07716 0.2386
H -1.47505 -1.96845 -0.24691 0.2359
H 3.02623 1.96621 1.62615 0.3006
H 2.92554 3.22501 2.87826 0.4456
H 2.15302 1.66133 3.13924 0.3468
H 2.02891 5.01446 1.25326 0.3913
H 1.97552 4.09448 -0.21507 0.2945
H -0.33074 4.89462 -0.68551 0.1505
H 0.56021 6.30173 -0.10117 0.4085
H -0.51974 5.44895 0.97980 0.4035
H 2.78610 0.21808 -2.93467 0.3527
H 0.28963 -0.56429 -1.50395 0.3697
N 2.33934 -4.26691 -4.37352 0.0786
C 3.00552 -4.84331 -3.32681 -1.0635
C 2.99117 -3.96146 -2.28270 -0.6744
C 2.26739 -2.81532 -2.71518 0.4789
C 1.88305 -3.03322 -4.01441 -0.7552
H 2.19695 -4.69352 -5.27150 0.1851
H 3.42886 -5.82897 -3.41343 0.4048
H 3.43071 -4.12629 -1.31220 0.6435
H 2.04207 -1.93915 -2.13262 0.2559
H 1.31500 -2.42770 -4.70001 0.4025
N -1.39759 -6.71852 -2.60761 0.0180
C -2.11371 -6.62637 -1.44761 -0.4917
C -1.44396 -5.77426 -0.61004 -0.9909
C -0.27802 -5.33564 -1.29688 0.0417
C -0.27883 -5.93612 -2.52879 -0.5783
H -1.65319 -7.28390 -3.39631 0.1889
H -3.02881 -7.17626 -1.31242 0.4001
H -1.75051 -5.50828 0.38814 0.4372
H 0.48462 -4.66777 -0.93168 0.6003
H 0.41969 -5.87561 -3.34406 0.3917
N -3.76088 -4.09576 6.61872 0.0163
C -3.64805 -3.96298 7.97691 -0.4938
C -4.87952 -4.19893 8.52385 -0.3896
C -5.77096 -4.48725 7.45450 -0.4492
C -5.05258 -4.41520 6.29213 -0.4549
H -3.00883 -3.97902 5.96695 0.1868
H -2.70651 -3.71671 8.43648 0.3705
H -5.11702 -4.17191 9.57375 0.3895
H -6.81891 -4.72263 7.53257 0.4062
H -5.35079 -4.56735 5.26901 0.4204
N -2.70733 7.27402 -1.51200 0.0335
C -1.99901 8.44329 -1.42591 -0.4324
C -2.80198 9.37353 -0.82406 -0.4496
C -4.04316 8.74168 -0.53712 -0.3753
C -3.95447 7.44790 -0.97363 -0.5156
H -2.36857 6.42248 -1.91717 0.1777
H -0.99217 8.51541 -1.80055 0.4046
H -2.53361 10.39530 -0.61552 0.3989
H -4.90223 9.18927 -0.06689 0.3903
H -4.66843 6.64287 -0.94734 0.3740
N 5.32628 -2.84143 0.62115 0.0637
C 5.47969 -2.66999 1.97231 -0.4490
C 6.43006 -3.55645 2.39969 -0.4520
C 6.86809 -4.29147 1.26347 -0.5188
C 6.16998 -3.82711 0.18288 -0.3573
H 4.69354 -2.32762 0.03813 0.1659
H 4.90543 -1.93662 2.51214 0.3868
H 6.77578 -3.66795 3.41337 0.3879
H 7.61124 -5.07036 1.24491 0.4079
H 6.20170 -4.10974 -0.85562 0.3864
N 2.47313 5.02671 -5.25905 0.1640
C 2.88842 6.19674 -4.68018 -0.3387
C 3.76197 6.80321 -5.54136 -0.5529
C 3.87759 5.96758 -6.68575 -0.4205
C 3.07040 4.88130 -6.48267 -0.4714
H 1.83145 4.38011 -4.84014 0.0979
H 2.52724 6.49881 -3.71159 0.3937
H 4.26141 7.74242 -5.37405 0.3854
H 4.48232 6.14775 -7.55825 0.3880
H 2.86957 4.02521 -7.10367 0.3556
```